[1]
# C29H34N2OS

C29H34N2OS in the gas phase (ωB97M-V/def2-TZVPD, OMol25).

E_HOMO = -8.126 eV
Spin multiplicity = 1
Charge = 0
LUMO = 0.61 eV
SMILES = Cc1ccc(SC[C@H](Cc2ccccc2)N2CCN(CCc3ccccc3)CCC2=O)cc1

```
67
Properties=species:S:1:pos:R:3:lowdin_charge:R:1
C 4.6080 -3.7083 3.7089 -0.052
C 4.0725 -3.4135 2.3415 -0.279
C 3.5766 -4.4230 1.5272 -0.050
C 3.0633 -4.1370 0.2754 -0.113
C 3.0524 -2.8286 -0.1836 -0.548
S 2.3519 -2.5027 -1.7870 0.939
C 1.2872 -1.0591 -1.4386 -0.404
C 0.4149 -1.2777 -0.2052 -0.347
C -0.5368 -2.4755 -0.3475 -0.099
C -1.2233 -2.7156 0.9661 -0.220
C -0.5153 -3.2725 2.0246 -0.026
C -1.1136 -3.4365 3.2595 -0.074
C -2.4281 -3.0460 3.4535 -0.095
C -3.1420 -2.4959 2.4040 -0.088
C -2.5408 -2.3306 1.1682 -0.048
N -0.2966 -0.0625 0.1565 -0.016
C -1.2658 0.4919 -0.7651 -0.118
C -0.8807 1.8996 -1.2649 -0.150
N -1.2243 2.9809 -0.3782 -0.191
C -2.6284 3.3413 -0.3224 -0.186
C -2.8055 4.8280 -0.6892 -0.130
C -2.3988 5.0541 -2.1148 -0.246
C -1.0642 5.2619 -2.4394 -0.050
C -0.6760 5.4116 -3.7587 -0.084
C -1.6183 5.3578 -4.7719 -0.099
C -2.9507 5.1514 -4.4581 -0.091
C -3.3361 4.9973 -3.1381 -0.050
C -0.5545 2.9329 0.8984 -0.164
C -0.8607 1.6947 1.7652 -0.063
C -0.0439 0.4792 1.3755 -0.446
O 0.8015 0.0240 2.1237 0.062
C 3.5754 -1.8132 0.6047 -0.093
C 4.0689 -2.1087 1.8594 -0.031
H 4.4487 -4.7503 3.9747 0.073
H 4.1190 -3.0774 4.4494 0.082
H 5.6771 -3.5004 3.7482 0.083
H 3.5759 -5.4449 1.8790 0.110
H 2.6657 -4.9228 -0.3494 0.103
H 1.9171 -0.1784 -1.3072 0.079
H 0.6985 -0.9413 -2.3485 0.076
H 1.0725 -1.4717 0.6510 0.113
H -1.2679 -2.2979 -1.1386 0.116
H 0.0596 -3.3463 -0.6254 0.101
H 0.5123 -3.5743 1.8787 0.111
H -0.5516 -3.8668 4.0752 0.103
H -2.8947 -3.1704 4.4197 0.099
H -4.1692 -2.1918 2.5476 0.099
H -3.1049 -1.9028 0.3503 0.107
H -1.3295 -0.1780 -1.6222 0.117
H -2.2564 0.5303 -0.2969 0.122
H -1.3684 2.0894 -2.2242 0.123
H 0.2013 1.9287 -1.4282 0.127
H -3.0506 3.1706 0.6758 0.117
H -3.1991 2.7389 -1.0341 0.124
H -2.1854 5.4283 -0.0226 0.114
H -3.8506 5.1058 -0.5423 0.113
H -0.3293 5.2992 -1.6498 0.110
H 0.3650 5.5729 -3.9986 0.101
H -1.3163 5.4779 -5.8020 0.098
H -3.6915 5.1103 -5.2436 0.100
H -4.3782 4.8353 -2.8987 0.110
H -0.8388 3.8311 1.4520 0.121
H 0.5244 2.9803 0.7190 0.131
H -1.9254 1.4555 1.7192 0.114
H -0.6050 1.9136 2.8028 0.123
H 3.5887 -0.7945 0.2492 0.112
H 4.4540 -1.3112 2.4771 0.119
```

[2]
# C29H34N3O2S

2 unconnected molecules or ions with the total composition C29H34N3O2S at a distorted geometry (ωB97M-V/def2-TZVPD, OMol25).

E_HOMO = -9.867 eV
Spin multiplicity = 1
Charge = +1
LUMO = -5.11 eV

```
69
Properties=species:S:1:pos:R:3:lowdin_charge:R:1
C 1.8570 2.9850 0.3786 -0.018
C 0.4858 3.5375 -0.0023 -0.541
C 0.5127 5.0605 -0.0330 -0.021
N 0.0624 3.0218 -1.3315 0.134
C -1.0255 2.3437 -1.2216 -0.572
S -1.8679 1.6973 -2.5990 0.967
C -1.5088 3.2082 -3.6917 -0.384
C -2.0762 3.0171 -5.0470 -0.279
N -2.5486 2.8333 -6.0968 0.147
C -1.6007 2.2740 0.2147 -0.503
C -2.9490 3.0011 0.2410 -0.021
C -1.7166 0.8497 0.7292 -0.026
N -0.5488 3.0176 0.9156 -0.031
C -0.5731 3.3724 2.2425 -0.115
C -0.9554 2.6202 3.3070 -0.151
C -1.3310 3.2601 4.5911 -0.115
H 2.5996 3.3239 -0.3523 0.087
H 2.1472 3.3365 1.3761 0.081
H 1.8300 1.8873 0.3713 0.085
H 1.1902 5.3831 -0.8334 0.091
H -0.4914 5.4499 -0.2515 0.089
H 0.8738 5.4631 0.9195 0.077
H -1.9956 4.0706 -3.2107 0.089
H -0.4181 3.3304 -3.7269 0.078
H -3.6252 2.5405 -0.4923 0.074
H -3.4069 2.9417 1.2352 0.086
H -2.8134 4.0528 -0.0458 0.092
H -2.4044 0.2928 0.0806 0.087
H -0.7347 0.3608 0.6949 0.096
H -2.0975 0.8401 1.7549 0.066
H -0.2221 4.3965 2.4367 0.121
H -0.9707 1.5320 3.2509 0.079
H -1.2012 2.5828 5.4384 0.017
H -0.7086 4.1516 4.7600 0.085
H -2.3813 3.5910 4.6090 0.084
C 6.0351 -0.8836 4.0426 -0.084
C 5.3900 0.4262 4.5146 -0.083
C 3.9968 0.0096 4.8718 -0.128
C 3.9004 -1.3930 4.6670 -0.177
O 5.0295 -1.9651 4.1765 0.033
C 2.7358 -2.1086 4.9816 0.045
C 1.6708 -1.4135 5.4980 0.020
C 1.6710 0.0216 5.5791 -0.178
C 0.5481 0.7930 5.9519 0.081
C -0.7277 0.2910 6.3387 -0.212
C -1.4666 1.0067 7.3308 0.041
C -2.7201 0.5717 7.7057 -0.128
C -3.2748 -0.5746 7.0780 -0.186
O -4.5358 -0.8756 7.4817 0.023
C -4.9055 0.1258 8.5093 -0.088
C -3.7487 1.1245 8.6429 -0.083
C -2.5774 -1.3007 6.1002 0.039
C -1.3413 -0.8430 5.7146 -0.007
C 2.8927 0.7114 5.3016 0.067
H 6.3351 -0.8447 2.9879 0.133
H 6.9003 -1.1678 4.6538 0.133
H 5.9353 0.8310 5.3768 0.132
H 5.4039 1.1827 3.7227 0.130
H 2.7211 -3.1800 4.8114 0.136
H 0.8029 -1.9703 5.8398 0.113
H 0.7373 1.8573 6.1135 0.133
H -1.0368 1.8941 7.8057 0.143
H -5.8387 0.5984 8.1811 0.131
H -5.0879 -0.4148 9.4466 0.131
H -3.3847 1.1717 9.6758 0.131
H -4.0716 2.1327 8.3508 0.131
H -3.0495 -2.1738 5.6605 0.134
H -0.8130 -1.3450 4.9050 0.118
H 2.9487 1.7944 5.4260 0.140
```

[3]
# C29H34N3O6S

4 unconnected molecules or ions with the total composition C29H34N3O6S at a distorted geometry (ωB97M-V/def2-TZVPD, OMol25).

E_HOMO = -10.905 eV
Spin multiplicity = 1
Charge = +1
LUMO = -3.34 eV

```
73
Properties=species:S:1:pos:R:3:lowdin_charge:R:1
C -0.6840 0.6000 3.6207 0.215
C -0.9053 0.2728 2.4967 -0.089
N -0.9559 0.1544 1.1390 0.030
C -0.2036 -0.7551 0.4086 0.079
C -0.4911 -0.5495 -0.8909 -0.136
C 0.1365 -1.3062 -2.0242 -0.072
C -0.7789 -1.6290 -3.2031 -0.254
O -2.0774 -1.8650 -2.7048 -0.043
N -1.4187 0.4870 -0.9248 0.104
C -1.9884 1.0690 -2.1226 -0.095
O -1.7093 2.4723 -2.0768 -0.076
N -2.8634 3.2177 -2.4656 -0.018
O -2.7231 4.3372 -2.2240 0.122
C -1.7107 0.8887 0.3172 -0.136
C -2.6704 1.9306 0.7736 -0.039
C -3.7094 1.3207 1.7601 -0.178
C -5.1470 1.3293 1.2072 -0.212
S -5.8207 -0.2882 1.5319 0.571
O -6.0089 -0.4093 2.9347 -0.237
O -4.9878 -1.2474 0.8732 -0.274
O -7.2531 -0.2879 0.8524 -0.125
H -0.4778 0.8770 4.6265 0.069
H 0.4634 -1.4522 0.8776 0.148
H 0.4774 -2.2454 -1.5956 0.131
H 1.0308 -0.7851 -2.3629 0.137
H -0.7503 -0.8074 -3.9233 0.105
H -0.3863 -2.5077 -3.7145 0.130
H -2.6826 -2.0012 -3.4408 0.088
H -1.4887 0.6744 -2.9910 0.117
H -3.0654 0.9365 -2.1667 0.144
H -3.1873 2.3088 -0.0975 0.090
H -2.1016 2.7248 1.2510 0.146
H -3.4327 0.2897 1.9590 0.088
H -3.6609 1.8448 2.7065 0.125
H -5.1938 1.5630 0.1465 0.102
H -5.7506 2.0378 1.7677 0.116
H -7.2443 0.2463 0.0456 0.099
C -3.5951 -2.1379 -6.7819 -0.099
C -3.3083 -2.4774 -8.0963 -0.085
C -2.7049 -1.5516 -8.9359 -0.081
C -2.3806 -0.2880 -8.4614 -0.087
C -2.6638 0.0522 -7.1467 -0.101
C -3.2741 -0.8723 -6.3100 -0.121
H -4.0707 -2.8593 -6.1288 0.101
H -3.5569 -3.4629 -8.4668 0.106
H -2.4875 -1.8149 -9.9624 0.107
H -1.9083 0.4315 -9.1170 0.105
H -2.4112 1.0383 -6.7770 0.098
H -3.5050 -0.6021 -5.2840 0.084
C 3.0705 -3.4139 4.6860 -0.089
C 2.1060 -2.7200 3.9693 -0.098
C 2.3125 -1.3860 3.6425 -0.114
C 3.4841 -0.7467 4.0250 -0.089
C 4.4479 -1.4426 4.7395 -0.083
C 4.2402 -2.7742 5.0724 -0.081
H 2.9102 -4.4523 4.9444 0.105
H 1.1932 -3.2195 3.6679 0.098
H 1.5578 -0.8423 3.0902 0.052
H 3.6482 0.2927 3.7682 0.101
H 5.3605 -0.9434 5.0369 0.088
H 4.9910 -3.3146 5.6338 0.106
C 7.5748 3.2134 4.7866 -0.093
C 7.0906 3.4823 3.5140 -0.097
C 6.8482 2.4411 2.6284 -0.102
C 7.0837 1.1297 3.0180 -0.105
C 7.5663 0.8616 4.2917 -0.111
C 7.8144 1.9026 5.1754 -0.091
H 7.7670 4.0255 5.4754 0.102
H 6.9043 4.5047 3.2115 0.101
H 6.4779 2.6522 1.6331 0.098
H 6.8930 0.3164 2.3291 0.101
H 7.7510 -0.1612 4.5955 0.098
H 8.1946 1.6928 6.1667 0.103
```

[4]
# C29H34N8S3Ti

A molecular structure, C29H34N8S3Ti (ωB97M-V/def2-TZVPD, OMol25).

E_HOMO (alpha / beta) = -10.175 / -10.194 eV
Spin multiplicity = 2
Charge = +1
LUMO (alpha / beta) = -2.98 / -2.94 eV

```
75
Properties=species:S:1:pos:R:3:mulliken_spin:R:1
Ti 0.8405 0.3229 0.0804 0.965
C 1.1438 3.1405 1.4474 0.023
N 0.1171 2.3119 0.7536 -0.049
C -0.9775 1.9928 1.6926 0.077
C -0.5494 0.9600 2.7408 -0.012
N 0.4765 -0.0106 2.2559 0.004
C 0.0111 -1.4016 2.0292 -0.040
C 1.6157 -0.0714 3.1687 0.043
C 1.4383 -0.3561 4.5157 0.000
C 2.5430 -0.4595 5.3434 -0.002
C 3.8169 -0.2834 4.8139 0.001
C 3.9863 -0.0047 3.4695 -0.001
C 2.8791 0.1011 2.6275 -0.001
S 3.0270 0.5008 0.9265 -0.042
C -0.3306 3.0609 -0.4213 0.006
C -1.3998 3.9403 -0.3731 -0.005
C -1.7460 4.6766 -1.4987 -0.001
C -1.0040 4.5463 -2.6615 0.002
C 0.0652 3.6638 -2.7113 0.004
C 0.4057 2.9002 -1.6002 0.017
S 1.7006 1.7021 -1.6713 -0.042
H 0.6846 4.0812 1.7629 0.002
H 1.9643 3.3337 0.7625 -0.003
H 1.5333 2.6052 2.3110 0.000
H -1.8195 1.6304 1.1141 -0.018
H -1.3075 2.8899 2.2262 0.011
H -1.4401 0.4329 3.0895 0.001
H -0.1207 1.4712 3.5991 -0.004
H -0.7149 -1.7126 2.7861 0.002
H 0.8721 -2.0682 2.0552 0.003
H -0.4250 -1.5431 1.0311 0.036
H 0.4418 -0.4995 4.9182 0.000
H 2.4140 -0.6796 6.3941 0.000
H 4.6834 -0.3634 5.4566 0.000
H 4.9775 0.1378 3.0592 -0.001
H -1.9702 4.0675 0.5374 0.000
H -2.5836 5.3595 -1.4568 0.000
H -1.2593 5.1296 -3.5364 0.000
H 0.6370 3.5504 -3.6234 0.000
C 1.3349 -3.0295 -3.1879 -0.001
C 0.6712 -2.3403 -2.0402 0.009
N 1.3001 -1.5631 -1.2327 0.005
N 2.6884 -1.5187 -1.5192 0.008
C 3.5060 -2.3158 -0.7626 -0.003
N 4.8110 -1.9876 -0.8398 0.001
S 2.9367 -3.6211 0.0866 0.002
C -0.7476 -2.7029 -1.7533 0.006
C -1.6723 -2.8138 -2.7854 0.001
C -2.9611 -3.2216 -2.4832 0.000
C -3.2641 -3.5548 -1.1743 0.001
C -2.2700 -3.4199 -0.2162 0.001
N -1.0453 -2.9787 -0.4836 -0.001
H 1.9384 -2.3363 -3.7703 0.000
H 0.6083 -3.5252 -3.8234 0.000
H 2.0076 -3.7904 -2.7824 0.001
H 3.0075 -0.6007 -1.8004 0.000
H 5.0846 -1.0418 -1.0558 0.000
H 5.4328 -2.5222 -0.2573 0.000
H -1.4012 -2.5710 -3.8036 0.000
H -3.7069 -3.2992 -3.2630 0.000
H -4.2439 -3.9183 -0.8970 0.000
H -2.4676 -3.6834 0.8180 0.000
N -2.8854 -0.4071 0.8034 0.003
C -2.7027 0.0051 -0.4999 0.017
C -3.8322 0.3190 -1.2680 0.002
C -3.6740 0.7460 -2.5620 0.000
C -2.3871 0.8174 -3.0871 -0.003
C -1.3343 0.5049 -2.2659 0.006
N -1.4496 0.1438 -0.9657 -0.033
H -2.2042 -1.0567 1.1585 0.004
H -3.8310 -0.6650 1.0369 -0.001
H -4.8148 0.2136 -0.8273 0.000
H -4.5376 1.0010 -3.1622 0.000
H -2.1995 1.1246 -4.1054 0.000
H -0.3217 0.5543 -2.6422 0.002
```

[5]
# C29H35BeN5O2S

A molecular structure, C29H35BeN5O2S at a distorted geometry (ωB97M-V/def2-TZVPD, OMol25).

E_HOMO = -6.679 eV
Spin multiplicity = 1
Charge = 0
LUMO = -0.08 eV

```
73
Properties=species:S:1:pos:R:3:lowdin_charge:R:1
Be 0.0856 0.0768 -0.4494 0.264
N -2.8339 0.0243 -0.4820 0.090
C -2.5238 0.7101 0.7931 -0.295
C -3.6876 1.5587 1.2053 -0.169
C -4.7044 2.0001 0.1961 -0.171
C -5.6736 0.9195 -0.3709 -0.146
N -5.7955 -0.2088 0.6084 0.046
C -6.1751 -1.4737 0.2952 -0.561
N -6.0617 -2.3269 1.4357 0.113
N -6.5405 -1.8251 -0.9004 0.102
C -2.2625 -0.5119 1.7226 0.159
O -3.3009 -2.7105 0.3236 -0.168
O -1.0676 -0.9021 1.2819 -0.092
H -3.2084 0.7240 -1.1152 0.140
H -3.5653 -0.7316 -0.2447 0.141
H -1.7248 1.3167 0.4150 0.098
H -3.2543 2.4419 1.5619 0.109
H -4.1592 0.9642 2.0163 0.111
H -4.2038 2.5331 -0.5958 0.105
H -5.3532 2.8216 0.6091 0.132
H -5.3289 0.5328 -1.3282 0.097
H -6.6574 1.3270 -0.5120 0.107
H -5.5770 -0.0148 1.5415 0.092
H -5.2102 -2.8325 1.3905 0.045
H -6.8557 -2.9253 1.2456 0.078
H -3.8992 -2.2923 -1.6361 0.129
H -6.8450 -2.8081 -1.0021 0.048
C 5.4501 2.1794 -0.5396 -0.055
C 6.0329 0.7558 -0.7179 -0.547
C 6.3005 0.5137 -2.2350 -0.057
C 7.4341 0.7636 -0.1381 -0.095
C 5.0089 -0.3070 -0.1871 -0.129
C 5.4924 -1.5535 0.2930 -0.028
C 4.5820 -2.6212 0.6415 -0.058
C 3.1966 -2.3333 0.6561 -0.488
S 1.9158 -3.3816 1.0842 1.097
C 0.7646 -2.0880 0.8280 -0.483
N 1.3071 -0.9976 0.1907 0.041
C 2.7006 -1.0885 0.1582 -0.247
C 3.5849 -0.0742 -0.3027 0.051
C -0.5059 -2.1680 1.2739 -0.315
C -1.2738 -3.3571 1.4194 -0.043
C -2.5053 -3.5678 1.0119 -0.176
C -2.9954 -2.7183 -1.0752 -0.165
C -1.7337 -1.9211 -1.3301 -0.102
C -1.5174 -0.6676 -1.0592 -0.043
H 6.2585 2.8915 -0.7836 0.084
H 5.2954 2.3017 0.5483 0.101
H 4.6641 2.2825 -1.2586 0.069
H 7.0575 1.2275 -2.6439 0.094
H 5.4349 0.6209 -2.8885 0.079
H 6.6839 -0.5011 -2.3510 0.080
H 7.9857 1.5444 -0.5846 0.052
H 8.0264 -0.1039 -0.4794 0.083
H 7.5692 0.9443 0.9782 0.114
H 6.5328 -1.7941 0.3500 0.090
H 5.0185 -3.5306 0.9587 0.084
H 3.2080 0.8124 -0.6853 0.067
H -0.8487 -4.2139 2.0235 0.140
H -3.0317 -4.4398 1.4003 0.125
H -3.0602 -3.7744 -1.5147 0.150
H -0.9163 -2.3173 -1.8835 0.105
C 0.9140 4.4508 0.3380 -0.093
C 0.0003 4.1073 -0.6758 -0.110
C -0.3189 2.8142 -0.9350 -0.160
C 0.4079 1.7206 -0.4221 -0.178
C 1.2936 2.0776 0.6439 -0.101
C 1.4676 3.4205 1.0766 -0.083
H 1.2503 5.4341 0.4860 0.081
H -0.5778 4.8990 -1.1810 0.105
H -1.0556 2.4617 -1.6529 0.089
H 1.7999 1.3279 1.1716 0.061
H 2.0852 3.5814 1.9876 0.110
```

[6]
# C29H35BiF3N5O4

A molecular structure, C29H35BiF3N5O4 (ωB97M-V/def2-TZVPD, OMol25).

E_HOMO = -8.628 eV
Spin multiplicity = 1
Charge = 0
LUMO = -0.12 eV

```
77
Properties=species:S:1:pos:R:3:lowdin_charge:R:1
Bi 0.1288 -0.3079 1.1789 1.930
O 3.8874 1.3258 0.0158 0.035
C 3.0042 1.2256 0.8578 -0.660
O 2.6387 0.1777 1.4872 -0.225
C 2.1960 2.4796 1.1830 -0.201
C 2.7200 3.7434 0.9513 0.007
C 1.9503 4.8465 1.2732 -0.044
C 0.6728 4.6512 1.7802 -0.042
C 0.2125 3.3568 1.9424 -0.141
N 0.9683 2.2906 1.6649 0.014
H 3.7097 3.8242 0.5259 0.120
H 2.3337 5.8470 1.1216 0.110
H 0.0303 5.4837 2.0290 0.110
H -0.7942 3.1506 2.2839 0.108
C 1.3270 0.4215 4.1876 -0.074
N 0.3491 -0.5269 3.6130 -0.349
C -0.9522 -0.2957 4.2772 -0.083
C 0.7857 -1.9186 3.8802 -0.190
C 1.9324 -2.3734 2.9941 -0.194
N 1.4831 -2.6022 1.6165 -0.342
C 2.6266 -2.6518 0.6930 -0.091
C 0.7660 -3.8780 1.5093 -0.106
H 1.4823 0.1639 5.2392 0.099
H 0.9202 1.4281 4.1219 0.086
H 2.2630 0.3863 3.6372 0.071
H -0.8141 -0.3602 5.3600 0.101
H -1.6725 -1.0438 3.9540 0.071
H -1.3256 0.6896 4.0045 0.085
H -0.0827 -2.5634 3.7459 0.101
H 1.0885 -1.9865 4.9309 0.132
H 2.3568 -3.2950 3.4151 0.134
H 2.7201 -1.6195 2.9672 0.108
H 3.2634 -3.5144 0.9248 0.094
H 3.2027 -1.7316 0.7626 0.070
H 2.2513 -2.7666 -0.3237 0.080
H 1.4657 -4.7088 1.6652 0.094
H 0.3276 -3.9701 0.5171 0.086
H -0.0416 -3.9498 2.2318 0.059
C -2.4320 -0.2283 -4.7214 -0.043
C -2.4251 0.2130 -3.2822 -0.273
C -3.2483 -0.3879 -2.3436 -0.013
C -3.2850 0.0347 -1.0148 -0.202
C -4.2689 -0.5960 -0.0654 -0.033
C -2.4346 1.0629 -0.6204 -0.096
C -1.6098 1.7039 -1.5540 -0.215
C -0.7648 2.8851 -1.1556 -0.014
C -1.6191 1.2712 -2.8701 -0.024
C -2.4599 1.5668 0.8033 -0.633
O -3.2189 2.4576 1.1250 0.091
O -1.5972 1.0349 1.6221 -0.290
H -2.7920 -1.2518 -4.8207 0.084
H -1.4357 -0.1672 -5.1613 0.046
H -3.0883 0.4107 -5.3154 0.091
H -3.8992 -1.2007 -2.6486 0.124
H -5.2790 -0.4944 -0.4642 0.088
H -4.2487 -0.1282 0.9170 0.079
H -4.0605 -1.6588 0.0674 0.060
H -0.1981 2.6965 -0.2425 0.041
H -1.3958 3.7541 -0.9577 0.102
H -0.0614 3.1449 -1.9455 0.085
H -0.9802 1.7689 -3.5930 0.123
F 0.0248 -0.7999 -6.4376 0.135
C 1.1684 -0.9285 -5.7484 -0.591
F 1.9833 0.0514 -6.1431 0.155
F 1.7217 -2.0891 -6.1267 0.158
C 0.9086 -0.9022 -4.2625 -0.108
C 1.5458 0.0032 -3.4358 0.036
C 1.2412 -0.0277 -2.0837 -0.118
N 0.3652 -0.8806 -1.5599 -0.009
C -0.2305 -1.7608 -2.3651 -0.112
C 0.0100 -1.8102 -3.7242 -0.001
H 2.2632 0.7123 -3.8206 0.130
H 1.7385 0.6547 -1.4040 0.101
H -0.9496 -2.4258 -1.9034 0.122
H -0.5024 -2.5291 -4.3485 0.135
N -2.3438 -2.6861 1.7972 0.032
C -1.5231 -1.9013 1.5885 -0.404
```

Results for total energy: -1708.43235 -1838.08861 -2138.92276 -3607.48096 -1963.02049 -2215.08675 (in Ha, following the order of the records).